Here is a 23-piece molecular cluster, C50H105N23O28 overall at a distorted geometry from OMol25. Energies are from the ωB97M-V functional and the def2-TZVPD basis.

* M: 1476.52 Da
* HOMO: -11.02 eV
* orbital gap: 10.9 eV

Structure (XYZ):
```
206
C50H105N23O28 (the ωB97M-V functional and the def2-TZVPD basis)
C -6.099 2.603 4.042
C -5.886 1.652 2.857
C -6.006 0.159 3.261
C -5.269 -0.213 4.467
N -4.627 -0.590 5.336
H -7.183 2.803 4.104
H -5.590 3.559 3.901
H -5.613 2.237 4.985
H -4.922 1.782 2.417
H -6.658 1.836 2.121
H -5.652 -0.496 2.465
H -7.022 -0.118 3.299
C 7.581 -5.345 -3.699
C 6.339 -5.560 -2.851
C 5.240 -4.524 -3.061
C 4.761 -4.577 -4.428
N 4.348 -4.475 -5.497
H 7.337 -5.311 -4.755
H 8.332 -6.146 -3.557
H 8.022 -4.385 -3.440
H 6.587 -5.550 -1.771
H 5.851 -6.525 -2.948
H 5.521 -3.521 -2.806
H 4.437 -4.716 -2.337
C -0.797 -4.267 6.032
C 0.243 -4.681 4.960
C 0.327 -6.189 4.716
C -0.973 -6.651 4.112
N -1.912 -6.992 3.567
H -0.709 -3.176 6.228
H -0.666 -4.913 6.939
H -1.810 -4.503 5.772
H 1.293 -4.352 5.257
H 0.100 -4.138 4.023
H 0.553 -6.689 5.640
H 1.125 -6.282 4.006
C -0.417 5.383 -7.329
C -1.064 4.215 -6.576
C -0.250 3.784 -5.388
C 1.077 3.354 -5.811
N 2.071 3.125 -6.281
H 0.560 4.975 -7.733
H -0.190 6.328 -6.807
H -1.064 5.578 -8.228
H -1.241 3.357 -7.212
H -2.058 4.598 -6.221
H -0.784 2.990 -4.888
H -0.189 4.653 -4.732
C -1.078 -5.493 0.563
C 0.108 -5.168 -0.371
C 0.789 -3.750 -0.218
C 1.204 -3.491 1.122
N 1.341 -3.161 2.221
H -1.766 -6.134 0.062
H -1.522 -4.506 0.795
H -0.726 -5.891 1.495
H -0.283 -5.145 -1.448
H 0.910 -5.963 -0.246
H 0.051 -2.971 -0.505
H 1.582 -3.746 -0.910
C 0.193 2.887 8.861
C 0.000 2.835 7.286
C 1.273 2.286 6.712
C 1.308 2.465 5.246
N 1.308 2.744 4.155
H 0.122 1.899 9.273
H -0.520 3.582 9.338
H 1.214 3.197 9.113
H -0.103 3.868 6.993
H -0.859 2.281 7.011
H 1.369 1.284 7.041
H 2.136 2.727 7.204
C 2.050 -0.652 -5.695
C 2.103 -1.346 -4.384
C 1.347 -0.606 -3.217
C -0.132 -0.493 -3.509
N -1.243 -0.740 -3.771
H 2.570 0.350 -5.683
H 0.978 -0.500 -6.062
H 2.652 -1.168 -6.454
H 3.120 -1.454 -4.042
H 1.774 -2.375 -4.407
H 1.775 0.387 -3.216
H 1.486 -0.974 -2.196
C 3.917 5.456 3.521
C 3.486 6.400 2.353
C 3.206 5.595 1.090
C 4.217 5.742 0.114
N 5.049 5.964 -0.637
H 4.845 5.083 3.228
H 3.207 4.640 3.624
H 4.029 6.024 4.492
H 4.232 7.175 2.215
H 2.543 6.882 2.708
H 2.291 5.976 0.653
H 3.118 4.539 1.362
C 0.200 0.101 1.695
C 0.970 1.327 1.211
C 1.096 1.538 -0.337
C -0.162 1.910 -0.941
N -1.189 2.224 -1.429
H 0.140 0.050 2.794
H 0.623 -0.859 1.408
H -0.878 0.097 1.447
H 1.958 1.451 1.572
H 0.407 2.165 1.605
H 1.495 0.644 -0.815
H 1.780 2.344 -0.545
C 3.007 -1.016 5.146
N 3.912 0.121 5.069
O 4.199 0.663 6.124
O 4.419 0.395 4.003
H 2.871 -1.270 6.155
H 3.458 -1.731 4.455
H 2.057 -0.737 4.625
C -1.510 -1.242 4.301
N -1.239 -0.081 5.243
O -2.051 0.803 5.279
O -0.265 -0.167 5.981
H -0.635 -1.898 4.384
H -1.728 -0.762 3.357
H -2.556 -1.648 4.581
C -6.462 -0.615 -1.981
N -6.923 -0.767 -0.545
O -7.418 -1.833 -0.362
O -6.634 0.032 0.333
H -5.649 -1.419 -1.990
H -6.034 0.346 -2.242
H -7.199 -0.865 -2.744
C -3.930 -0.593 -5.900
N -4.112 0.575 -4.967
O -4.587 0.345 -3.876
O -3.840 1.678 -5.339
H -3.034 -1.103 -5.444
H -3.735 -0.175 -6.871
H -4.839 -1.147 -5.887
C -0.988 4.999 3.360
N -0.250 5.384 2.097
O 0.318 4.501 1.536
O -0.074 6.552 1.841
H -0.190 4.700 4.009
H -1.710 4.171 3.212
H -1.466 5.960 3.671
C -4.951 -5.465 1.835
N -4.935 -4.845 0.470
O -4.945 -3.621 0.451
O -4.977 -5.578 -0.488
H -3.989 -5.989 1.981
H -5.761 -6.216 1.999
H -5.221 -4.671 2.546
C 6.066 1.889 -1.457
N 4.873 1.100 -0.906
O 4.500 0.116 -1.535
O 4.299 1.652 -0.027
H 5.586 2.505 -2.304
H 6.843 1.244 -1.879
H 6.406 2.498 -0.655
C -2.993 -4.376 -3.093
N -3.228 -5.067 -4.424
O -2.396 -5.816 -4.887
O -4.221 -4.721 -5.023
H -3.681 -4.718 -2.277
H -3.094 -3.307 -3.184
H -2.002 -4.621 -2.864
C 4.452 -1.341 1.270
N 5.002 -2.262 0.173
O 4.184 -2.487 -0.687
O 6.115 -2.706 0.187
H 3.711 -0.722 0.759
H 5.225 -0.713 1.729
H 4.007 -1.936 2.095
C -4.015 3.320 -0.972
N -3.243 3.520 0.304
O -2.981 2.537 0.977
O -2.992 4.677 0.622
H -4.223 2.253 -0.988
H -3.380 3.719 -1.720
H -4.925 3.883 -0.975
C 1.085 -5.496 -5.286
N 1.054 -4.834 -3.951
O 0.271 -3.914 -3.836
O 1.926 -5.079 -3.114
H 1.490 -6.485 -5.176
H 1.718 -4.843 -5.834
H 0.048 -5.517 -5.641
C -3.489 -0.451 -0.420
N -2.807 -1.592 0.240
O -2.629 -1.535 1.410
O -2.399 -2.506 -0.465
H -2.770 0.334 -0.575
H -4.302 -0.143 0.253
H -3.927 -0.729 -1.335
C -0.899 5.953 -1.429
N -1.174 6.219 -2.867
O -2.233 5.745 -3.295
O -0.418 6.942 -3.499
H -1.692 6.280 -0.794
H 0.027 6.516 -1.192
H -0.670 4.882 -1.261
C 3.656 4.856 -4.151
N 2.956 3.863 -3.285
O 3.510 2.826 -3.028
O 1.785 4.042 -2.962
H 3.792 4.204 -5.012
H 4.567 5.225 -3.559
H 3.059 5.724 -4.292
```